Molecular formula: C27H23F3N2O2PtSb
Method: DFT, ωB97M-V/def2-TZVPD

## Properties
Total charge = -1
Gap between HOMO and LUMO = 5.0 eV
Maximum force = 0.095 Eh/bohr
Lowest unoccupied orbital energy = 1.5 eV
HOMO energy = -3.4360 eV

Last column: Mulliken charge in e.
Atoms and positions in Å:
H (1.6219, -5.2436, 2.3089)  0.407
H (2.0836, 4.1374, 4.8039)  0.370
C (3.3816, -3.2349, -1.9507)  -0.410
H (0.6687, 2.6820, -0.1835)  0.336
C (1.6514, -1.8604, 2.4311)  0.594
O (-1.7525, -1.7999, 1.9441)  -0.380
C (3.5840, -1.9229, -1.4528)  0.051
C (-1.2365, -0.9859, 6.5786)  -0.473
Sb (0.2645, -0.1996, 2.4577)  0.660
C (1.4509, 2.3404, 3.8200)  -0.610
H (3.4271, -0.6661, 2.4854)  0.294
H (-2.0788, -0.8096, 4.6122)  0.398
C (3.3888, -4.0385, 2.3635)  -0.490
H (1.9183, 1.8471, -1.1305)  0.222
H (4.3186, 3.0176, 1.3464)  0.382
C (2.0197, -4.2386, 2.3551)  -0.744
F (-1.9838, 1.5934, -2.0742)  -0.238
O (-0.9487, -1.8462, -0.1042)  -0.425
H (-2.1874, -1.1759, 7.0567)  0.369
H (2.8683, 1.0497, 1.0444)  0.406
C (5.8572, -1.9876, -2.2623)  -0.623
C (-0.0814, -0.9493, 7.3398)  -0.412
H (3.9056, 4.5806, 3.2093)  0.354
C (3.5146, 2.8245, 2.0445)  -0.819
C (2.7051, 1.7129, 1.8822)  -0.176
H (6.8260, -1.5201, -2.3853)  0.379
C (2.5650, -1.2618, -0.8189)  0.390
N (1.7424, -0.6892, -0.2100)  -0.168
C (5.6495, -3.2767, -2.7536)  -0.310
F (-2.2790, 1.9109, 0.0335)  -0.282
H (2.0464, -0.6971, 7.3075)  0.374
N (-1.7387, -2.2362, 0.7739)  0.114
C (4.8509, -1.3085, -1.6256)  -0.423
H (4.2504, -4.8907, -2.9609)  0.379
C (4.4052, -3.8876, -2.5854)  -0.620
H (4.9549, -2.5856, 2.4434)  0.428
H (-0.1259, -1.1098, 8.4083)  0.360
H (0.4416, 2.4100, -1.9148)  0.398
C (1.1370, -0.7189, 6.7240)  -0.776
C (-1.1786, -0.7739, 5.2102)  -0.554
H (2.1455, -0.3384, 4.8776)  0.318
F (-2.8366, 0.0465, -0.8683)  -0.238
H (4.0656, -4.8812, 2.3270)  0.371
C (1.1594, -3.1553, 2.3979)  -0.820
C (3.2879, 3.6998, 3.0926)  -0.493
H (0.0933, -3.3269, 2.4046)  0.408
C (3.0233, -1.6682, 2.4563)  0.037
C (1.6829, 1.4517, 2.7812)  0.235
C (0.0356, -0.5272, 4.5954)  -0.070
H (4.9983, -0.3028, -1.2560)  0.513
C (-1.8282, 0.9696, -0.8593)  0.721
H (0.6429, 2.1532, 4.5160)  0.455
C (3.8861, -2.7489, 2.4260)  -0.804
Pt (-0.0391, 0.1822, -0.4665)  0.628
H (6.4438, -3.7957, -3.2698)  0.396
C (2.2607, 3.4504, 3.9869)  -0.583
C (1.1923, -0.5132, 5.3592)  0.072
C (0.8415, 1.9742, -0.9994)  -1.396
H (2.4096, -3.6910, -1.8278)  0.519

***

Molecular formula: C2H9N4O
Method: DFT, ωB97M-V/def2-TZVPD

## Properties
Total charge = +1
Gap between HOMO and LUMO = 11.1 eV
Maximum force = 0.084 Eh/bohr
Lowest unoccupied orbital energy = -3.3 eV
HOMO energy = -14.3380 eV

Last column: Mulliken charge in e.
Atoms and positions in Å:
N (0.0733, -0.0695, -0.6823)  -0.105
H (-1.8672, 3.0989, -0.7334)  0.341
H (2.4432, 0.7819, -1.0466)  0.212
H (0.2078, -1.7282, 1.3370)  0.243
N (-1.4377, -1.0968, 0.7268)  -0.625
H (-1.9719, -0.1796, -1.0338)  0.519
H (1.8042, -1.6455, 1.5527)  0.165
C (1.1897, -0.4017, 0.0065)  0.663
H (0.1602, 0.5357, -1.4520)  0.178
H (3.0151, -0.2968, 0.2018)  0.183
N (2.3540, 0.0714, -0.3498)  -0.297
O (-1.5370, 2.1481, -0.4427)  -0.637
H (-2.3328, -1.1989, 1.0288)  0.208
H (-2.0222, 1.8571, 0.3059)  0.316
N (1.0872, -1.3131, 0.9852)  -0.293
C (-1.1660, -0.5632, -0.4040)  -0.072

***

Question: What is the formula in the first record?
Answer: C27H23F3N2O2PtSb

***

Question: Which value of maximum force does entry 1 give?
Answer: 0.095 Eh/bohr